{"formula": "C38H96BrI2N3O29P7", "method": "ωB97M-V/def2-TZVPD", "homo_lumo_gap_ev": 6.218, "de_lowest_ev": 0.000, "lumo_energy_ev": -4.5, "total_charge": 1, "elements": ["H", "H", "H", "H", "H", "C", "C", "O", "H", "H", "C", "P", "C", "C", "P", "H", "C", "H", "H", "P", "H", "O", "H", "O", "C", "H", "C", "H", "H", "O", "H", "C", "H", "H", "H", "P", "C", "C", "O", "H", "P", "O", "H", "H", "H", "H", "O", "H", "H", "H", "H", "H", "C", "C", "O", "H", "H", "O", "O", "O", "H", "H", "H", "C", "H", "H", "O", "H", "I", "P", "H", "N", "H", "O", "C", "C", "H", "H", "Br", "C", "H", "C", "N", "H", "H", "H", "C", "H", "H", "H", "H", "H", "H", "H", "C", "H", "H", "H", "C", "H", "O", "P", "H", "O", "O", "C", "C", "C", "H", "H", "C", "C", "H", "N", "H", "H", "O", "H", "H", "C", "H", "H", "O", "C", "O", "H", "H", "H", "H", "H", "O", "H", "H", "O", "O", "H", "H", "C", "C", "O", "O", "H", "O", "H", "H", "I", "H", "H", "H", "O", "H", "C", "H", "C", "H", "H", "H", "H", "H", "C", "C", "H", "O", "C", "C", "C", "H", "H", "C", "H", "H", "O", "O", "H", "H", "H"], "coordinates": [[-1.887, -8.464, 0.375], [-7.070, 2.052, 1.431], [-1.401, -1.464, 3.400], [-8.551, -1.192, 1.698], [-6.210, -6.849, -4.381], [-6.281, -0.585, -0.111], [1.114, -3.514, -2.394], [8.814, 3.796, 5.582], [-2.228, 3.874, 0.066], [5.277, -0.624, 3.444], [2.126, -2.486, -7.316], [-4.022, -8.318, -2.379], [5.163, 0.772, 0.501], [-0.117, 4.140, 0.571], [0.889, -3.762, 3.047], [6.690, 5.449, 8.392], [-1.599, 3.832, 0.958], [6.423, 3.931, 7.514], [-6.363, -6.005, -1.996], [-2.510, 7.162, -2.329], [0.655, -3.257, -1.440], [-3.799, 6.384, -1.580], [0.672, 2.377, 1.471], [12.477, -0.293, 2.788], [-2.836, -8.679, -0.110], [2.361, -3.529, -7.114], [0.587, 2.780, 0.460], [-6.510, -8.303, -3.387], [-4.517, -3.721, -2.951], [0.269, -2.515, 3.881], [-5.257, 2.671, 2.842], [-5.900, -7.875, -4.179], [4.533, 2.249, -0.897], [2.824, -4.361, 5.913], [2.468, 3.768, 0.114], [-6.527, -3.104, -5.541], [12.828, -3.113, 3.151], [10.915, 1.439, 4.586], [1.145, -2.320, -3.192], [9.943, -0.573, 5.937], [12.196, -0.812, 4.140], [0.062, -3.466, 1.630], [13.288, -4.052, 3.452], [0.310, 4.766, 1.346], [-1.835, -2.597, 1.518], [1.573, -5.474, 5.336], [5.399, 0.702, 1.909], [-8.290, -2.443, 0.438], [-0.278, -4.138, -6.923], [-1.224, 7.295, -4.722], [-0.014, -1.154, 2.311], [-0.040, -0.493, 3.956], [7.111, 4.762, 7.661], [-5.686, 3.496, 2.275], [-6.865, -1.994, -4.416], [0.520, -4.291, -2.870], [2.555, 1.397, 1.232], [7.287, 5.510, 6.455], [-2.003, 5.882, -2.952], [-4.689, -9.600, -2.103], [4.740, -0.159, 0.127], [-1.303, 4.972, 2.789], [1.135, -3.824, 5.850], [-8.535, -1.404, 0.631], [-3.706, 2.371, 1.038], [-3.126, 9.236, -4.839], [10.737, -1.541, 4.259], [8.072, 2.486, 3.692], [-5.474, -2.266, 0.990], [7.703, 4.664, 5.138], [-1.564, -3.418, -5.960], [-3.944, 1.503, 0.564], [-3.295, -3.211, -4.102], [2.167, -3.964, 4.035], [-4.346, -3.107, -3.832], [9.646, -1.192, 5.094], [-4.997, -5.706, -3.113], [-1.624, 2.806, 1.336], [-2.735, 0.159, 0.758], [2.825, 1.648, 0.205], [8.941, 3.263, 2.341], [-1.373, -3.562, 1.713], [-5.411, 0.310, -0.832], [-4.352, 4.450, 0.793], [4.554, 2.832, 0.781], [13.341, -2.734, 2.270], [-5.278, -5.899, -2.080], [2.633, 0.783, -0.428], [2.122, -3.878, -2.208], [-4.986, -5.041, -1.468], [-6.016, -8.447, -5.096], [-6.341, -2.044, -2.437], [-6.286, 2.722, -0.953], [9.199, -2.111, 5.471], [-2.064, 4.821, 2.031], [-4.936, 6.033, -3.291], [-2.679, 9.887, -3.238], [-0.114, 4.629, -0.401], [1.890, -4.436, 5.360], [11.380, 2.419, 4.649], [11.875, 0.473, 5.038], [1.628, -2.550, -4.729], [-0.412, -2.360, -6.786], [-1.184, 8.025, -2.756], [-4.504, -7.883, -3.847], [-7.112, -2.444, -3.092], [4.805, -0.444, 2.481], [5.356, 3.800, 4.006], [-6.392, 4.019, 2.914], [-5.211, -4.403, -8.492], [-7.611, -0.471, -0.085], [-4.586, 4.490, 1.854], [-4.378, 9.793, -3.734], [-5.714, 2.649, -0.122], [-1.708, -3.935, 2.677], [6.148, 0.906, 0.052], [1.791, -1.768, -6.120], [-5.456, 5.242, -1.791], [-9.555, -1.273, 0.282], [-4.589, 5.527, -2.392], [-7.252, 3.669, 0.825], [8.892, -0.676, 4.495], [-7.609, -4.098, -5.424], [1.965, 2.859, -0.209], [-2.686, -8.298, -1.483], [-5.890, 0.618, -1.677], [-0.058, 2.112, -0.114], [-4.554, -2.061, -3.610], [2.981, -1.986, -7.764], [-6.644, -5.068, -7.694], [0.299, -3.412, -5.107], [4.335, 3.931, 4.367], [10.068, 1.442, 5.268], [0.201, -5.060, 3.325], [2.848, -3.370, -4.607], [-3.469, 4.663, 3.704], [1.810, 2.839, -1.285], [4.319, 1.986, 0.140], [-0.696, 8.015, -4.103], [-3.554, 7.978, -3.273], [12.983, -2.213, 4.250], [-7.146, -3.530, -3.027], [-4.677, -7.061, -1.551], [4.950, -1.338, 1.874], [-4.902, 5.499, 2.106], [-8.637, 1.106, -1.118], [-3.186, 3.168, 2.866], [-1.695, -4.227, 0.912], [-0.795, 9.016, -4.523], [7.913, 4.601, 3.523], [-3.624, -8.109, 0.376], [-6.511, 2.931, 1.115], [-4.031, 4.631, -2.661], [8.035, 3.271, 2.943], [10.580, 1.244, 3.569], [-5.066, -5.082, -6.861], [8.067, 4.397, 8.028], [11.777, -3.286, 2.927], [5.438, 2.780, 3.626], [-0.316, -1.348, 3.340], [-5.039, 1.464, -0.126], [1.293, -2.417, -8.013], [-5.120, -3.629, -4.900], [-3.322, 4.244, 2.710], [-3.409, 9.300, -3.789], [-0.522, -3.305, -6.262], [-3.041, -9.744, -0.030], [0.363, 7.773, -4.057], [-5.714, -4.527, -7.537], [7.199, 3.096, 2.267], [-2.385, 5.752, 1.567], [6.229, 3.956, 5.112], [-5.977, -3.205, -7.043], [-8.045, -2.020, -2.736], [5.537, 4.513, 3.204], [3.734, -0.297, 2.651]], "mulliken_charge": [0.243, 0.261, 0.397, 0.336, 0.149, -0.714, -0.329, -0.564, 0.267, 0.256, -0.686, 1.093, -0.899, -1.059, 1.304, 0.245, 0.147, 0.282, 0.347, 1.361, -0.004, -0.376, 0.281, -0.656, -0.578, 0.354, -0.254, 0.342, -0.175, -0.404, 0.345, -0.517, 0.328, 0.240, 0.462, 0.890, -0.571, -0.723, -0.150, 0.356, 1.127, -0.300, 0.239, 0.466, -0.139, 0.254, -0.102, 0.446, 0.303, 0.370, 0.284, 0.363, -0.570, -1.179, -0.392, 0.268, 0.169, -0.410, -0.684, -0.663, 0.531, 0.559, 0.303, -1.521, -0.191, 0.276, -0.344, 0.373, 0.182, 1.112, -0.141, 0.149, -0.125, -0.407, -0.046, -0.692, 0.177, -0.071, 0.177, -0.320, 0.363, -0.512, -0.012, 0.095, 0.238, 0.265, -0.553, 0.278, 0.260, 0.247, 0.268, -0.002, 0.400, 0.284, -0.902, 0.391, 0.361, 0.298, -0.616, 0.358, -0.420, 0.981, 0.324, -0.507, -0.375, -0.309, -0.931, -0.770, 0.555, 0.250, 0.668, -0.432, 0.290, 0.153, 0.458, 0.360, -0.418, 0.144, 0.444, -0.534, 0.596, 0.228, -0.625, -0.990, -0.331, 0.620, 0.155, 0.401, 0.249, 0.265, -0.328, 0.388, 0.271, -0.715, -0.663, 0.534, 0.402, -0.472, -0.711, -0.342, -0.375, 0.282, -0.411, 0.428, 0.639, 0.130, 0.455, 0.290, 0.288, -0.489, 0.275, -0.570, 0.203, -0.532, 0.398, 0.232, 0.250, 0.279, 0.181, -0.796, -0.573, 0.300, 0.051, -1.063, -0.784, -0.311, 0.271, 0.236, -0.537, 0.068, 0.189, -0.344, -0.410, 0.304, 0.392, 0.220]}